{
  "formula": "C36H90O18",
  "method": "ωB97M-V/def2-TZVPD",
  "mol_weight_g_mol": 811.10,
  "e_homo_ev": -9.2,
  "gap_ha": 0.3557,
  "total_energy_ha": -2779.4340,
  "smiles": "COCCOC.COCCOC.COCCOC.COCCOC.COCCOC.COCCOC.COCCOC.COCCOC.COCCOC",
  "lumo_ha": 0.0173,
  "relative_energy_kj_mol": 330.9,
  "symbols": ["C", "H", "H", "C", "H", "O", "H", "C", "C", "H", "H", "O", "H", "H", "H", "C", "H", "H", "C", "H", "O", "O", "O", "H", "H", "H", "H", "H", "O", "H", "H", "H", "C", "O", "C", "H", "C", "C", "C", "O", "H", "H", "C", "H", "H", "H", "H", "H", "H", "H", "H", "O", "H", "C", "H", "H", "H", "H", "H", "H", "C", "C", "H", "O", "H", "C", "C", "H", "H", "O", "C", "H", "H", "H", "H", "H", "H", "C", "C", "H", "C", "C", "H", "H", "H", "H", "H", "H", "H", "H", "H", "H", "H", "H", "H", "C", "C", "H", "C", "H", "H", "H", "H", "C", "O", "H", "H", "H", "H", "H", "H", "H", "O", "C", "C", "C", "O", "H", "C", "H", "H", "H", "C", "H", "H", "C", "C", "H", "C", "O", "C", "H", "H", "H", "H", "H", "O", "H", "O", "O", "H", "C", "H", "H"],
  "xyz": [[2.718, -1.069, -2.315], [-2.948, 5.216, -1.337], [1.540, -4.403, -0.341], [4.568, 1.551, 3.997], [-1.567, 0.766, 3.044], [2.408, -6.257, -7.829], [1.034, 1.098, 2.496], [0.313, 3.924, -0.913], [1.026, -0.202, 4.940], [4.663, 2.369, 4.736], [1.346, 0.851, 4.903], [-3.250, 1.881, 3.503], [-1.787, 3.093, -3.278], [-4.318, 1.516, 1.251], [-4.670, 5.172, 0.586], [4.034, -0.411, 5.143], [1.960, 3.333, -3.374], [-0.530, 0.012, -1.387], [4.705, -1.801, -3.282], [-1.273, -5.096, -5.118], [-4.928, 5.719, -1.817], [3.360, -2.078, -3.051], [-0.409, 4.056, -2.098], [-7.089, 5.176, 5.552], [-0.368, -3.567, -4.996], [2.006, 3.296, -5.166], [-1.563, 1.646, 4.616], [-6.613, 4.707, -1.289], [0.396, 2.365, -4.383], [-0.318, 3.680, -0.038], [4.139, -6.571, -8.808], [-0.347, 5.291, 2.764], [2.117, 4.309, 2.189], [0.594, 3.870, 5.616], [-6.875, 4.385, 4.841], [-1.244, -4.056, -6.495], [0.211, -6.064, -7.047], [-5.052, 3.432, 3.691], [-5.531, 4.568, -1.262], [-0.110, -1.901, -0.811], [2.648, 3.619, 1.536], [-4.144, -4.345, 1.900], [-1.627, -5.047, 1.724], [-3.562, 4.673, -2.941], [2.605, 4.141, 6.016], [3.341, -2.155, 6.067], [-0.136, 5.666, 5.027], [-5.672, 2.533, 3.770], [-0.778, -2.052, -2.767], [-5.916, 3.959, 0.780], [-4.011, -6.138, 1.762], [1.746, -0.960, 5.869], [-1.551, 2.415, -1.657], [-0.796, -0.706, -0.597], [1.096, -0.555, 3.903], [-0.863, 3.849, 3.553], [-1.889, -0.835, -0.598], [6.399, -2.684, -4.282], [1.530, 5.444, 4.603], [-2.848, 2.322, 1.508], [-1.036, 2.873, -2.517], [1.562, 0.870, 1.556], [-5.091, 3.830, 2.669], [0.095, -5.758, 0.246], [-1.653, -6.017, 2.245], [-0.615, -4.390, -5.657], [-0.140, 1.836, -3.202], [2.560, 0.699, 1.959], [5.219, -1.473, -2.365], [-2.598, -5.007, 0.721], [1.870, 3.338, 5.847], [-7.215, 3.412, 5.215], [-3.167, 6.375, -2.606], [-0.700, -6.608, -6.766], [-5.359, 3.691, -1.906], [4.793, -0.909, -3.936], [3.457, -4.503, -3.891], [1.224, -5.437, -0.528], [1.741, 2.743, -4.264], [4.244, 2.040, 3.078], [-3.603, 3.123, 4.043], [-3.919, 2.534, 1.345], [1.919, 5.240, 1.641], [2.381, 1.847, -4.300], [1.652, -1.125, -2.538], [5.572, 1.129, 3.938], [-3.551, 3.067, 5.139], [2.830, -1.998, 4.378], [3.066, -4.540, -5.626], [3.069, -0.055, -2.534], [1.097, 3.155, -0.930], [-0.856, -0.606, 1.564], [-7.413, 4.566, 3.899], [0.077, -3.461, -2.165], [1.458, 1.722, 0.879], [2.948, -1.454, 5.325], [-0.374, -0.102, 0.715], [-0.790, 1.003, -3.482], [-0.284, -4.752, 1.148], [-0.006, -5.564, -8.003], [5.563, -3.767, -3.295], [0.729, 4.899, -0.659], [1.757, -7.228, -6.185], [0.573, 4.919, 4.652], [1.005, -0.222, 0.844], [1.124, -7.900, -7.714], [0.420, -4.537, 1.969], [4.897, -0.927, 4.693], [0.611, 1.490, -2.481], [2.069, -6.086, -0.292], [-0.701, 0.948, 0.715], [3.538, -8.029, -8.042], [0.534, -5.070, -6.101], [-0.611, -2.673, -1.875], [-3.897, -5.182, 1.232], [1.391, -6.972, -7.193], [4.638, -3.339, -5.107], [-1.369, 2.514, 3.027], [3.878, -4.531, -4.898], [-0.341, -3.788, 0.622], [4.215, -6.682, -7.020], [2.798, -1.281, -1.241], [-1.843, 1.682, 3.560], [2.746, 4.519, 3.060], [-4.604, -5.206, 0.406], [5.371, -2.938, -4.001], [-5.067, 4.243, 0.148], [-1.546, -3.135, -1.534], [3.646, -6.949, -7.913], [0.906, 3.675, 2.531], [0.038, 4.427, 3.343], [0.976, -5.493, -1.591], [4.417, -0.095, 6.129], [1.861, 2.752, 6.764], [-0.031, -0.140, 5.209], [4.453, -5.452, -5.059], [-5.490, 4.404, 4.609], [-2.990, 3.966, 3.699], [3.548, 0.661, 4.395], [-4.039, 3.259, 0.131], [-4.291, 3.086, 2.206], [-3.593, 5.463, -2.186], [2.204, 2.725, 5.006], [-1.874, -4.293, 2.493]],
  "mulliken_charge": [-0.755, 0.177, 0.216, -0.796, -0.193, -0.297, -0.369, -0.301, -0.262, 0.244, -0.013, -0.440, 0.224, 0.289, 0.313, -0.540, 0.183, -0.409, -0.403, 0.342, -0.449, -0.039, -0.484, 0.270, -0.007, 0.296, 0.276, 0.347, -0.491, -0.015, 0.249, 0.319, -1.272, -0.411, -0.701, 0.347, -0.665, -0.107, -0.773, 0.272, 0.335, 0.310, -0.751, 0.236, 0.372, 0.398, 0.510, 0.452, 0.553, 0.593, 0.296, -0.504, 0.029, -0.526, 0.382, -0.726, 0.353, 0.430, 0.415, -0.672, 0.129, 0.346, -0.075, -0.423, 0.401, -0.636, -0.371, 0.166, 0.397, -0.210, -0.408, 0.312, 0.341, 0.408, 0.312, 0.278, 0.236, -0.558, -0.485, 0.155, -0.555, 0.993, 0.300, 0.173, -0.147, 0.372, 0.534, 0.245, 0.148, 0.369, 0.222, 0.039, 0.278, 0.024, -0.261, -0.575, 0.006, 0.426, 0.672, 0.325, 0.316, 0.263, 0.296, -0.975, -0.145, 0.427, 0.290, 0.415, 0.185, 0.372, 0.303, 0.335, -0.129, -1.078, -0.790, -0.469, -0.394, -0.450, -0.310, -0.570, 0.154, 0.434, 0.682, 0.346, 0.238, -0.779, -0.373, 0.407, -0.624, 0.750, 0.226, 0.149, 0.346, 0.316, 0.189, 0.093, -0.406, 0.225, 0.073, -0.227, -0.429, -0.528, -0.103, 0.390]
}